Density functional theory data (wB97M-V/def2-TZVPD) for 17 unconnected molecules or ions with the total composition H34O17 in a non-equilibrium geometry.

Calculated values
- LUMO (eV) = -0.44
- orbital gap (eV) = 9.654
- 2S+1 = 1
- HOMO level (eV) = -10.0921
- relative energy (zero: lowest compared OMol25 entry of this formula, charge and spin) (kcal/mol) = 117.69
- largest force on an atom (eV Å⁻¹) = 4.81

Bonds (Å) are listed after each position.
Element x y z (Å)
1 O -4.348 -0.270 -3.477  H2 0.985, H3 0.933
2 H -4.091 -0.687 -2.622  O1 0.985
3 H -4.469 0.636 -3.289  O1 0.933
4 O 3.342 -1.098 -0.854  H5 0.968, H6 0.951
5 H 4.259 -1.380 -0.984  O4 0.968
6 H 3.309 -0.325 -1.408  O4 0.951
7 O -0.768 -4.079 1.273  H8 0.955, H9 1.011
8 H -0.577 -3.222 1.648  O7 0.955
9 H -1.514 -4.579 1.738  O7 1.011
10 O -2.763 -2.467 1.806  H11 0.926, H12 0.907
11 H -2.583 -2.740 0.940  O10 0.926
12 H -2.565 -1.633 2.103  O10 0.907
13 O 3.802 -1.843 2.404  H14 0.934, H15 1.060
14 H 3.643 -2.165 3.267  O13 0.934
15 H 2.987 -1.171 2.314  O13 1.060
16 O 3.662 0.783 -3.627  H17 0.924, H18 0.940
17 H 2.967 1.377 -3.760  O16 0.924
18 H 4.173 0.373 -4.301  O16 0.940
19 O 2.219 3.139 2.729  H20 0.990, H21 0.982
20 H 2.380 2.568 3.521  O19 0.990
21 H 2.565 3.961 3.138  O19 0.982
22 O -5.413 -0.441 0.370  H23 0.956, H24 0.948
23 H -5.704 0.445 0.163  O22 0.956
24 H -4.889 -0.509 -0.417  O22 0.948
25 O 1.733 3.974 -0.161  H26 0.937, H27 1.015
26 H 2.297 4.358 0.481  O25 0.937
27 H 0.844 4.110 0.309  O25 1.015
28 O -3.340 2.457 -2.581  H29 0.947, H30 0.944
29 H -2.583 2.002 -2.238  O28 0.947
30 H -3.563 3.234 -2.092  O28 0.944
31 O 1.809 -5.021 2.829  H32 0.982, H33 0.932
32 H 2.725 -4.731 2.626  O31 0.982
33 H 1.293 -4.938 2.058  O31 0.932
34 O 0.230 -0.181 -1.775  H35 0.967, H36 1.017
35 H 1.181 -0.209 -1.949  O34 0.967
36 H -0.059 0.458 -2.511  O34 1.017
37 O -1.496 -0.154 1.497  H38 0.978, H39 1.009
38 H -0.719 -0.179 0.905  O37 0.978
39 H -1.272 0.684 2.013  O37 1.009
40 O -0.172 2.700 1.920  H41 0.974, H42 0.970
41 H 0.593 2.136 1.707  O40 0.974
42 H -0.084 3.334 2.650  O40 0.970
43 O -2.146 -1.087 -2.338  H44 0.940, H45 0.924
44 H -2.287 -1.928 -2.734  O43 0.940
45 H -1.482 -0.483 -2.555  O43 0.924
46 O 1.156 -0.924 2.429  H47 0.933, H48 0.955
47 H 0.565 -1.499 1.992  O46 0.933
48 H 0.686 -0.879 3.260  O46 0.955
49 O 1.253 2.405 -2.811  H50 0.948, H51 0.993
50 H 1.805 2.646 -3.543  O49 0.948
51 H 1.410 3.041 -2.065  O49 0.993